1.
Molecular formula: C4H8NS
Method: DFT, ωB97M-V/def2-TZVPD

Last column: natural (NBO) charge in e.
Cartesian coordinates (Å):
S 2.02763 0.21482 0.41862  0.347
N -0.62686 0.50825 -0.21828  -0.403
C -0.71178 -0.89948 0.15936  -0.054
C 1.31477 -1.20153 -0.35903  -0.458
C -0.80674 0.13178 1.18094  -0.243
C 0.68520 1.28109 -0.39088  -0.367
H -1.38951 -1.46488 -0.38968  0.248
H -1.29414 1.04476 -0.73355  0.446
H -1.69914 0.34295 1.63822  0.245
H 0.79331 1.35999 -1.50972  0.254
H 0.68027 2.25638 0.28719  0.275
H 1.01486 -1.18031 -1.35416  0.213
H 1.61502 -2.13124 0.01939  0.245
H -0.01488 0.37899 1.87298  0.252

## Properties
Total charge   +1
Frontier orbital gap   10.4 eV

---

2.
Molecular formula: C4H8NS
Method: DFT, ωB97M-V/def2-TZVPD

Last column: natural (NBO) charge in e.
Cartesian coordinates (Å):
S 3.03584 0.05910 0.01956  0.186
N -0.95614 -0.02232 0.16540  -0.289
C 0.41360 -0.33557 0.66320  -0.267
C 1.38016 0.10529 -0.35761  -0.421
C -1.34454 1.22268 0.06970  -0.002
C -1.66731 -1.10659 -0.11227  -0.013
H 0.49377 -1.54996 0.84344  0.241
H 0.55980 0.10375 1.60675  0.243
H 3.60891 0.70319 -1.07230  0.177
H -1.07931 -2.08005 -0.08484  0.226
H 1.23366 0.53690 -1.29450  0.241
H -0.77422 2.13344 0.42375  0.250
H -2.65035 -1.10895 -0.52169  0.226
H -2.25386 1.33911 -0.34859  0.200

## Properties
Total charge   +1
Frontier orbital gap (alpha / beta)   9.6 / 5.1 eV

---

3.
Molecular formula: C4H8O
Method: DFT, ωB97M-V/def2-TZVPD

Last column: natural (NBO) charge in e.
Cartesian coordinates (Å):
O -2.12058 -0.63864 0.01166  -0.729
C 0.11435 0.60359 0.33571  -0.465
C 2.45971 -0.12361 -0.08784  -0.406
C -1.20638 0.50061 -0.34813  -0.075
C 1.13342 -0.54150 0.00899  -0.184
H -2.51700 -0.34483 0.89936  0.462
H 2.70535 1.02657 -0.04001  0.195
H -0.99895 0.45871 -1.34464  0.178
H 0.06369 0.63310 1.45272  0.211
H -1.82291 1.40148 -0.29704  0.171
H 0.54172 1.63973 0.06475  0.217
H 3.28881 -0.78987 -0.29390  0.201
H 0.69739 -1.55028 0.01305  0.224

## Properties
SMILES   C=CCCO
Total charge   0
Frontier orbital gap   10.5 eV

---

4.
Molecular formula: C4H8O
Method: DFT, ωB97M-V/def2-TZVPD

Last column: natural (NBO) charge in e.
Cartesian coordinates (Å):
O -0.36519 -1.57680 -0.50597  -0.530
C -1.46389 0.48235 0.00681  -0.631
C 1.02128 -1.26627 -0.61818  -0.001
C -0.33133 -0.47286 0.29506  0.178
C 1.11606 0.53165 -0.16477  -0.659
H 0.95568 1.04295 -1.11188  0.230
H 2.18205 0.34765 -0.01910  0.258
H -0.18936 -0.70419 1.35602  0.183
H 0.85598 1.22309 0.65812  0.200
H -1.39889 1.38203 0.62599  0.214
H 1.50196 -1.71489 0.28641  0.096
H -1.48561 0.76347 -1.04887  0.229
H -2.39873 -0.03819 0.24036  0.234

## Properties
Total charge   0
Frontier orbital gap   9.0 eV

---

5.
Molecular formula: C4H8O
Method: DFT, ωB97M-V/def2-TZVPD

Last column: natural (NBO) charge in e.
Cartesian coordinates (Å):
O 1.08437 2.02126 0.15055  -0.557
C -0.61130 0.35179 0.34136  -0.202
C 0.07490 -0.42797 1.44644  -0.652
C 0.20458 -0.85998 -1.41280  -0.492
C 0.05889 1.52650 -0.21422  0.362
H 1.18293 -0.34886 1.49162  0.229
H -1.76126 0.32005 0.22624  0.231
H -0.07298 -1.38401 1.22300  0.209
H 1.12802 -0.96020 -1.14710  0.163
H -0.30187 -0.11230 2.35975  0.216
H -0.58153 2.00250 -0.99515  0.092
H -0.00687 -0.26732 -2.26409  0.196
H -0.39788 -1.86146 -1.20560  0.205

## Properties
Total charge   0
Frontier orbital gap   9.3 eV

---

6.
Molecular formula: C4H8O
Method: DFT, ωB97M-V/def2-TZVPD

Last column: natural (NBO) charge in e.
Cartesian coordinates (Å):
O 0.21172 -0.52776 -1.22328  -0.538
C 0.35632 0.72194 -0.60594  -0.110
C 0.59739 -1.62350 -0.38373  -0.281
C -0.62053 0.87501 1.78079  -0.401
C -0.75477 0.86925 0.41473  -0.194
H 0.21848 -2.61230 -0.83461  0.201
H 0.11213 -1.54225 0.69148  0.189
H 0.36305 0.81598 2.27230  0.195
H -1.74346 0.93822 -0.11678  0.205
H 1.77692 -1.65229 -0.35891  0.173
H 1.37100 0.85893 -0.21689  0.167
H 0.19384 1.50041 -1.32933  0.194
H -1.45615 0.85921 2.44391  0.200

## Properties
SMILES   C=CCOC
Total charge   0
Frontier orbital gap   11.0 eV

---

Computed values of relative energy (zero: lowest compared OMol25 entry of this formula, charge and spin) (unit: kJ/mol) for the preceding records, in sequence: 289.6; 357.8; 181.5; 525.2; 348.3; 180.8.